Computed, not measured: a molecular structure, C28H28AuBBrF4N6O6, with ωB97M-V with the def2-TZVPD basis set.

Calculated values
Energy above the lowest of the compared OMol25 structures with the same formula, charge and spin: 0.00 kJ/mol
HOMO (spin up / spin down): -10.990 / -10.998 eV
Electronic energy: -135998.5944 eV
Kohn-Sham gap (spin up / spin down): 8.0 / 4.4 eV
E_LUMO (spin up / spin down): -0.1109 / -0.2442 Ha
Expectation value of S²: 2.0232

Geometry as ORCA input:
```
! RIJCOSX wB97M-V def2-TZVPD def2/J DEFGRID3
* xyz 1 3
Au 1.1974 -1.1303 -0.2359
Br -3.1560 -0.5756 -6.5616
F 2.9289 -0.9402 1.7408
F 4.0691 -2.8901 2.1727
F 2.7214 -1.9568 3.8023
F 1.7711 -2.9306 1.9566
O -0.2559 -0.0953 0.9356
O 0.1299 1.2063 2.6901
O -1.4465 5.2835 -0.6011
O 7.0653 -3.5816 -1.6211
O -2.4518 -1.9183 0.1409
O -0.4553 -2.5845 -0.5433
N 2.5535 -2.5281 -1.0912
N 0.5495 4.3526 -0.1646
N 2.0282 1.0011 -0.5085
N 6.4995 -2.5923 0.3537
N -0.6484 -2.3309 2.4644
N -1.4414 3.4321 0.7473
C -1.0153 -1.3010 -3.1003
C -3.3143 -1.7553 -2.5912
C -1.3596 -0.9509 -4.3935
C 3.3160 1.2864 -0.3377
C -0.8286 4.3950 -0.0711
C -0.2568 -1.0843 3.1535
C 4.7630 -3.4033 -1.0862
C -4.6041 2.8775 2.4557
C -1.6188 -2.0641 -0.7685
C -3.6705 -1.4301 -3.8900
C 2.9242 -4.7901 -1.7139
C 1.4723 3.2981 -0.1611
C -1.9871 -1.6941 -2.1800
C 1.1231 1.9817 -0.4489
C 2.8240 3.5872 0.0246
C -6.9638 3.5364 1.9006
C -5.0417 3.9442 0.3185
C -3.7078 3.9469 0.0267
C -2.6891 -1.0265 -4.7797
C 6.2344 -3.2104 -0.8201
C 3.8629 -2.3757 -0.8827
C -3.2697 2.8610 2.1834
C -5.5257 3.4385 1.5417
C 2.0828 -3.7209 -1.4739
C -2.7790 3.4170 0.9654
C -0.0910 0.1003 2.1919
C 3.7532 2.5753 -0.0880
C 4.2883 -4.6254 -1.5365
B 2.9045 -2.1880 2.4625
H 0.1651 -2.7057 1.9608
H -5.7446 4.3364 -0.4042
H -0.8788 2.8449 1.3993
H 4.0144 0.4664 -0.3902
H -1.0230 -0.8121 3.8781
H 2.5105 -5.7426 -2.0106
H -4.9669 2.4929 3.4000
H -7.0985 4.3718 2.5960
H 0.0998 1.7138 -0.6601
H 0.9165 5.2465 -0.4531
H 3.1344 4.6011 0.2462
H 5.7831 -2.5258 1.0636
H -3.3547 4.3544 -0.9066
H 0.0231 -1.2594 -2.8076
H -7.3064 2.6403 2.4182
H -7.5894 3.7194 1.0301
H -0.9564 -3.0363 3.1283
H -2.5628 2.4699 2.9006
H 4.9826 -5.4330 -1.7277
H -4.0687 -2.0784 -1.8857
H 4.1911 -1.4121 -0.5278
H 7.4627 -2.5409 0.6429
H 1.0113 -3.8046 -1.5758
H -1.4189 -2.1876 1.7176
H 4.8087 2.7767 0.0212
H -0.6063 -0.6307 -5.0997
H 0.6883 -1.2245 3.6800
H -4.7007 -1.4870 -4.2121
*
```